[1]
Computed, not measured: a cluster of 2 separate species, C5H11NO in total at a distorted geometry, with ωB97M-V/def2-TZVPD.

Geometry as XYZ:
```
18
Properties=species:S:1:pos:R:3:forces:R:3
C -2.516489 0.553373 -0.560420 0.0 0.1 0.3
C -1.260095 0.118873 -0.591868 -0.1 0.1 -0.5
N -0.170487 0.761854 -1.173858 -0.1 -0.3 0.0
C 1.088148 0.017991 -1.222855 -0.4 0.7 -0.1
C 1.922076 -1.319550 0.685099 0.3 -0.8 0.6
C 1.673962 -0.146435 0.142915 0.1 0.2 -0.2
H -2.855416 1.466503 -1.032469 0.1 0.1 0.1
H -3.207496 0.022546 0.071111 -0.3 -0.2 -0.2
H -1.032012 -0.854560 -0.180615 0.1 0.0 0.5
H -0.393169 1.264720 -2.017692 0.1 0.1 0.0
H 1.753183 0.636058 -1.836662 0.1 -0.3 0.1
H 0.959937 -0.955967 -1.688807 0.1 -0.3 -0.2
H 2.439407 -1.461305 1.630441 -0.2 0.4 0.0
H 1.643939 -2.258031 0.228110 0.0 0.0 -0.4
H 1.926163 0.756113 0.681590 0.1 0.2 0.0
H -0.935525 1.116743 1.956725 -0.1 -0.4 0.5
H -0.229905 -0.181174 2.239009 0.0 0.0 0.1
O -0.806222 0.462250 2.670246 0.1 0.4 -0.6
```
Forces are in eV/Å.

Orbital gap   9.36 eV
LUMO level   1.0 eV
Energy above the lowest of the compared OMol25 structures with the same formula, charge and spin   51.6 kcal per mole
HOMO   -8.40 eV
SMILES   C=CCNC=C.O
Spin multiplicity   1

These are the natural (NBO) partial charges, in e, on atoms 1 to 8: number 1, C, carries -0.5026; number 2, C, carries -0.0106; number 3, N, carries -0.6254; number 4, C, carries -0.2531; number 5, C, carries -0.3937; number 6, C, carries -0.1928; number 7, H, carries 0.1948; number 8, H, carries 0.2127

[2]
Computed, not measured: a structure of composition C6H9Li2O6 at a distorted geometry, with ωB97M-V/def2-TZVPD.

Geometry as XYZ:
```
23
Properties=species:S:1:pos:R:3:forces:R:3
H -2.982946 1.207034 0.760223 -0.9 0.3 0.2
O 3.179087 -1.786843 -3.596636 -0.1 0.0 -0.7
O 1.781371 -1.469315 -1.916198 0.0 0.3 0.0
C 0.819813 -2.023062 -1.024048 -0.4 -0.2 -0.1
C 0.553119 -1.036214 0.089284 0.0 0.2 1.2
O 1.755601 -3.396064 -3.085965 -0.4 -0.5 -0.5
C 2.220412 -2.240531 -2.923680 0.8 -0.1 0.6
H -0.108842 -2.244934 -1.568458 0.2 0.0 0.1
H 1.204548 -2.957762 -0.592377 -0.1 0.2 -0.1
H 1.502464 -0.741649 0.576268 -0.1 -0.3 -0.2
H -0.053590 -1.540453 0.865391 0.2 -0.2 -0.2
O -1.670864 3.962924 1.705130 0.1 0.2 0.0
O -1.517581 2.025343 2.794495 0.0 -0.1 0.4
C -0.555845 1.520136 1.858115 0.5 0.0 -0.3
C -1.251287 0.877617 0.659464 3.6 -1.6 -1.0
O -0.112300 0.100621 -0.356833 -1.8 2.0 0.8
C -1.955923 3.301101 2.729496 -0.4 0.4 0.0
H 0.115576 2.322989 1.529292 -0.2 -0.2 0.0
H 0.026144 0.773163 2.413062 -0.2 0.2 -0.2
H -1.485358 1.680305 -0.054943 -0.6 -1.0 0.0
H -1.769352 -0.029795 1.016034 -0.4 0.6 -0.8
Li 3.020856 -3.468066 -4.594921 -0.3 0.6 0.8
Li -2.715102 5.163454 2.717803 0.4 -0.7 -0.2
```
Forces are in eV/Å.

Orbital gap (spin up / spin down)   7.28 / 7.28 eV
LUMO level (spin up / spin down)   -0.6 / -0.6 eV
Expectation value of S²   0.76
HOMO (spin up / spin down)   -7.90 / -7.90 eV
Spin multiplicity   2

These are the natural (NBO) partial charges, in e, on atoms 1 to 8: number 1, H, carries 0.0318; number 2, O, carries -0.8373; number 3, O, carries -0.5126; number 4, C, carries -0.0803; number 5, C, carries -0.0792; number 6, O, carries -0.8634; number 7, C, carries 0.9558; number 8, H, carries 0.1899

[3]
Computed, not measured: a cluster of 2 separate species, C9H16NP in total at a distorted geometry, with ωB97M-V/def2-TZVPD.

Geometry as XYZ:
```
27
Properties=species:S:1:pos:R:3:forces:R:3
C -0.414340 2.091275 -0.986201 1.8 0.6 -0.9
C -0.955406 3.343241 -1.093273 -1.8 -3.3 1.5
C -0.856450 1.291895 0.101102 -0.6 -0.3 0.5
C -2.106572 3.385187 -0.105298 1.8 -0.4 0.6
C -2.038580 2.023703 0.626848 1.1 1.4 -0.5
C 0.788729 -1.046066 1.630987 1.3 -1.4 -2.0
C 1.336241 -1.530636 -2.108677 -1.1 2.3 -1.1
C -0.212108 -2.116994 1.153463 2.6 -1.5 1.4
C 1.016634 -2.584031 -0.999992 3.8 -0.6 -4.4
N -0.129967 -2.238160 -0.340124 -3.5 0.6 3.1
P -1.474978 -1.649905 -1.060781 -0.6 0.2 -0.8
H 0.439203 1.754901 -1.605186 -0.6 0.3 0.2
H -0.790398 3.933988 -1.937155 0.4 1.5 -0.8
H -1.991754 4.151914 0.640753 0.0 0.7 0.1
H -3.033688 3.483447 -0.545598 -2.0 0.7 -1.3
H -2.878102 1.387466 0.497273 -1.0 -0.7 -0.6
H -2.096795 2.255079 1.675711 0.5 -0.5 0.8
H 1.889695 -1.371949 1.442240 -1.9 0.7 0.1
H 0.483063 -0.136102 1.132890 0.5 0.3 -0.2
H 0.691530 -0.908621 2.655724 -0.2 0.2 2.0
H 1.098096 -0.467153 -1.752866 0.7 -1.4 0.0
H 2.319318 -1.518205 -2.587054 0.3 -0.4 0.7
H 0.678939 -1.560549 -3.010093 0.1 -0.5 0.9
H 0.059993 -3.092523 1.767064 -0.7 1.4 -1.6
H -1.215635 -1.811191 1.418452 -0.1 -0.1 -0.2
H 0.934843 -3.522262 -1.666610 0.0 0.7 1.7
H 1.983248 -2.587843 -0.459172 -1.0 -0.5 0.6
```
Forces are in eV/Å.

Orbital gap (spin up / spin down)   5.42 / 5.64 eV
LUMO level (spin up / spin down)   -0.9 / -0.8 eV
Energy above the lowest of the compared OMol25 structures with the same formula, charge and spin   128.4 kcal per mole
HOMO (spin up / spin down)   -6.31 / -6.43 eV
Spin multiplicity   1

These are the natural (NBO) partial charges, in e, on atoms 1 to 8: number 1, C, carries -0.3919; number 2, C, carries -0.0060; number 3, C, carries 0.0727; number 4, C, carries -0.4740; number 5, C, carries -0.5742; number 6, C, carries -0.6483; number 7, C, carries -0.6287; number 8, C, carries -0.2052

[4]
Computed, not measured: an isolated molecule of C25H25NO6 at a distorted geometry, with ωB97M-V/def2-TZVPD.

Geometry as XYZ:
```
57
Properties=species:S:1:pos:R:3:forces:R:3
C 1.901926 1.622064 2.385098 0.2 -0.3 -0.1
H 1.647368 0.622394 2.742138 0.0 0.0 0.0
H 2.435098 1.540187 1.434707 0.0 0.0 0.1
H 2.509355 2.145381 3.118715 0.0 0.0 0.0
O 0.723386 2.397507 2.217591 -0.1 0.3 0.2
C -0.199926 1.908458 1.384155 -0.1 0.2 0.2
O -0.072249 0.873850 0.784014 0.0 0.0 0.0
C -1.398218 2.825980 1.307521 0.0 0.0 -0.1
H -2.210838 2.359920 1.869765 0.1 0.0 0.1
C -1.841826 3.020012 -0.143091 0.0 -0.3 0.1
C -2.294525 1.714334 -0.776490 0.6 0.9 -0.3
O -1.898838 1.315645 -1.842607 -0.1 0.1 -0.1
O -3.193759 1.115769 -0.020687 -0.2 -0.2 0.3
C -3.872414 -0.068262 -0.513530 -1.1 0.1 -0.2
C -2.994114 -0.846841 -1.479928 0.2 -0.3 -0.2
O -3.346077 -1.174075 -2.589178 0.0 0.1 0.2
C -1.739550 -1.297786 -0.847928 0.6 -0.3 -0.2
C -0.607369 -1.440294 -1.577449 -0.7 0.1 0.2
N 0.564002 -1.861118 -1.042316 -0.2 -0.2 -0.1
C 0.586369 -2.259899 0.274184 -0.2 -0.1 0.6
C -0.536259 -2.185304 1.033332 0.3 -0.1 -0.1
C -1.758233 -1.627825 0.548988 -0.4 0.1 -0.1
C -2.891949 -1.488876 1.310415 0.4 -0.4 0.3
C -4.075489 -0.875633 0.819721 -0.1 0.2 -0.4
O -5.156183 -0.845487 1.378838 0.0 0.0 -0.1
H -2.921588 -1.878237 2.316803 0.0 0.0 0.1
H -0.510078 -2.540040 2.051309 0.1 -0.1 0.1
C 1.845937 -2.846958 0.803947 0.0 -0.1 -0.1
C 2.997178 -1.977310 1.231285 0.1 0.1 0.0
C 2.202959 -2.722327 2.255292 0.0 -0.1 0.0
H 2.653056 -3.573344 2.742768 0.0 -0.1 -0.1
H 1.550284 -2.151135 2.895856 -0.1 0.1 0.0
H 2.867437 -0.908949 1.167384 -0.1 0.1 0.0
H 4.000327 -2.308794 1.009825 0.1 -0.1 0.0
H 2.106535 -3.787613 0.326485 0.1 0.0 0.1
C 1.770638 -1.713502 -1.829317 0.4 0.2 -0.3
C 2.419737 -0.360014 -1.625087 0.1 0.0 0.0
C 3.793831 -0.269239 -1.444811 -0.1 0.0 -0.1
C 4.398644 0.960449 -1.252571 0.1 0.0 0.0
C 3.632589 2.113640 -1.238291 0.0 0.1 0.0
C 2.264041 2.029488 -1.432510 0.0 0.0 0.0
C 1.657046 0.801246 -1.629600 0.1 -0.1 0.0
H 0.588577 0.755987 -1.773738 -0.1 0.0 0.0
H 1.662789 2.926708 -1.434153 -0.1 0.1 0.0
H 4.101481 3.073909 -1.081718 0.0 0.1 0.0
H 5.467719 1.017523 -1.110982 0.1 0.0 0.0
H 4.396854 -1.165891 -1.457105 0.1 -0.1 0.0
H 2.479357 -2.503663 -1.576274 -0.1 0.1 -0.1
H 1.498283 -1.824716 -2.884369 0.0 -0.1 0.2
H -0.613099 -1.192378 -2.628400 0.1 0.0 -0.1
C -5.193830 0.341998 -1.143145 0.4 0.0 0.2
H -5.828735 0.800113 -0.389517 0.0 0.0 0.0
H -5.015327 1.038551 -1.959343 0.0 0.0 -0.1
H -5.685771 -0.543400 -1.535886 -0.1 0.0 0.0
H -2.687954 3.709356 -0.170657 0.0 0.0 0.0
H -1.033503 3.429009 -0.750189 -0.1 0.0 0.0
H -1.145098 3.779449 1.770746 -0.1 -0.1 0.0
```
Forces are in eV/Å.

Orbital gap   7.66 eV
LUMO level   0.3 eV
Energy above the lowest of the compared OMol25 structures with the same formula, charge and spin   57.5 kcal per mole
HOMO   -7.36 eV
SMILES   COC(=O)CCC(=O)O[C@]1(C)C(=O)C=C2C=C(C3CC3)N(Cc3ccccc3)C=C2C1=O
Spin multiplicity   1

These are the natural (NBO) partial charges, in e, on atoms 1 to 8: number 1, C, carries -0.2652; number 2, H, carries 0.1892; number 3, H, carries 0.1981; number 4, H, carries 0.1994; number 5, O, carries -0.5027; number 6, C, carries 0.8077; number 7, O, carries -0.6142; number 8, C, carries -0.5038